{"formula": "C31H49O25S", "method": "ωB97M-V with the def2-TZVPD basis set", "orbital_gap_ev": 9.3206, "total_charge": 1, "lumo_energy_ha": -0.121, "species": ["C", "S", "O", "C", "C", "C", "C", "C", "C", "H", "H", "H", "H", "H", "H", "H", "H", "H", "H", "H", "H", "H", "H", "H", "H", "H", "C", "C", "O", "C", "O", "O", "H", "H", "H", "H", "C", "C", "O", "C", "O", "O", "H", "H", "H", "H", "C", "C", "O", "C", "O", "O", "H", "H", "H", "H", "C", "C", "O", "C", "O", "O", "H", "H", "H", "H", "C", "C", "O", "C", "O", "O", "H", "H", "H", "H", "C", "C", "O", "C", "O", "O", "H", "H", "H", "H", "C", "C", "O", "C", "O", "O", "H", "H", "H", "H", "C", "C", "O", "C", "O", "O", "H", "H", "H", "H"], "coordinates": [[-1.7498, -5.7231, -2.3865], [-0.5203, -4.8388, -1.2449], [-1.3831, -3.6243, -0.4152], [-1.0690, -2.2857, -0.9334], [-2.0077, -1.8440, -2.2461], [-1.2684, -0.5266, -2.8766], [-3.5145, -1.6238, -1.6743], [-4.3163, -3.0821, -1.8520], [-4.4416, -0.5142, -2.4209], [-2.4342, -4.9848, -2.9889], [-2.3778, -6.4479, -1.6898], [-1.0947, -6.3546, -3.1294], [0.4680, -4.1969, -2.0116], [0.0845, -2.1650, -1.2109], [-1.2982, -1.4972, -0.0792], [-1.9873, -2.7497, -3.0181], [-0.2189, -0.9036, -3.2993], [-0.9924, 0.2994, -2.0628], [-1.8236, -0.0613, -3.8165], [-3.4580, -1.4296, -0.4986], [-5.4600, -2.9306, -1.5611], [-4.2457, -3.3520, -2.9997], [-3.8413, -3.9453, -1.2212], [-3.9376, 0.1061, -3.2708], [-4.9480, 0.1972, -1.6077], [-5.3651, -1.0723, -2.9329], [0.1679, 0.0229, 3.0364], [1.5167, -0.1271, 2.4109], [1.2812, 0.1851, 1.0510], [0.1609, 0.9641, 1.0108], [-0.2334, 1.5529, 0.0181], [-0.4597, 0.9990, 2.2262], [0.2257, 0.3601, 4.0750], [-0.4179, -0.9013, 2.9942], [2.2464, 0.5822, 2.8154], [1.9123, -1.1413, 2.5132], [-0.0647, 1.8995, -7.5169], [0.6397, 0.7040, -6.9624], [-0.3403, 0.1019, -6.1384], [-1.5566, 0.5090, -6.6060], [-2.6249, 0.0492, -6.2385], [-1.4213, 1.4966, -7.5386], [0.2795, 2.1564, -8.5225], [0.0326, 2.7789, -6.8718], [0.9324, -0.0076, -7.7416], [1.5237, 0.9754, -6.3788], [2.4416, -5.5242, 2.9072], [1.3450, -4.7371, 3.5483], [0.4819, -4.4409, 2.4669], [0.7036, -5.3897, 1.5107], [0.0138, -5.5394, 0.5160], [1.7967, -6.1492, 1.8134], [2.8689, -6.2700, 3.5831], [3.2462, -4.8867, 2.5260], [0.7921, -5.3199, 4.2927], [1.7104, -3.8187, 4.0159], [-1.6432, 2.9305, 6.2477], [-0.8407, 3.1127, 7.4950], [-0.0507, 1.9400, 7.5479], [0.0445, 1.4676, 6.2707], [0.7903, 0.5673, 5.9231], [-0.8026, 2.1347, 5.4334], [-1.8717, 3.8806, 5.7570], [-2.5777, 2.3885, 6.4270], [-0.1785, 3.9833, 7.4427], [-1.4694, 3.1974, 8.3856], [5.7416, 1.7255, -6.2905], [4.6450, 2.5125, -5.6494], [3.7819, 2.8088, -6.7308], [4.0036, 1.8600, -7.6870], [3.3138, 1.7102, -8.6817], [5.0967, 1.1004, -7.3843], [6.1689, 0.9797, -5.6146], [6.5462, 2.3630, -6.6718], [4.0921, 1.9298, -4.9050], [5.0104, 3.4310, -5.1819], [2.7417, 4.4319, 2.7152], [3.1845, 3.9600, 4.0621], [2.3229, 4.6492, 4.9479], [1.2013, 4.9720, 4.2398], [0.1806, 5.4215, 4.7336], [1.3706, 4.7253, 2.9079], [2.8699, 3.6680, 1.9434], [3.2579, 5.3453, 2.4014], [3.0409, 2.8825, 4.1956], [4.2298, 4.2073, 4.2667], [3.6886, -1.7260, -1.1829], [3.2416, -2.4784, -2.3942], [3.9593, -1.8596, -3.4449], [5.0646, -1.2854, -2.8862], [5.9913, -0.8123, -3.5228], [4.9981, -1.3105, -1.5230], [3.7009, -2.3508, -0.2856], [3.0751, -0.8395, -0.9912], [3.5168, -3.5376, -2.3536], [2.1638, -2.3973, -2.5602], [-6.9027, 3.3350, 5.4844], [-5.7163, 2.4532, 5.2653], [-4.6302, 3.2600, 5.6796], [-5.1324, 4.1865, 6.5474], [-4.4498, 4.9350, 7.2267], [-6.4973, 4.1652, 6.5565], [-7.7992, 2.7683, 5.7505], [-7.1233, 3.9629, 4.6149], [-5.7447, 1.5520, 5.8868], [-5.6040, 2.1593, 4.2181]], "atomic_forces_ev_per_a": [[-0.8, 0.4, -1.3], [-2.4, 1.1, -4.1], [2.2, -0.9, -2.0], [-0.1, 2.7, -1.3], [0.8, 0.1, 0.9], [1.0, -0.3, -0.4], [-0.8, -1.4, 0.1], [-0.1, 0.7, -0.2], [-1.3, 0.0, 0.1], [1.3, -1.6, 1.3], [1.5, 1.7, -1.3], [-1.1, 1.2, 1.6], [-1.7, 0.4, -0.2], [-2.3, -0.5, 0.7], [0.5, -2.0, -1.6], [-0.1, 2.0, 1.4], [-2.1, 0.8, 0.8], [-0.9, -1.8, -1.7], [1.0, -1.1, 2.3], [-0.1, -0.1, -2.6], [2.5, -0.5, -0.6], [-0.3, 0.4, 2.3], [-0.9, 1.7, -1.1], [-0.8, -1.1, 1.8], [1.3, -1.4, -1.9], [2.1, 1.2, 1.0], [-0.3, -0.4, 1.2], [0.8, -0.4, 0.6], [-0.6, 0.3, -0.5], [-1.2, 1.4, -1.5], [0.9, -1.4, 2.0], [0.5, 0.2, -1.4], [-0.1, -0.1, -0.5], [0.0, 0.0, -0.1], [-0.1, -0.1, 0.0], [0.0, 0.2, -0.2], [0.6, 1.0, -0.6], [1.3, -0.2, -0.3], [-1.1, 0.1, 0.0], [-1.9, -0.6, 0.4], [2.2, 0.9, -0.6], [-0.5, -1.0, 0.8], [-0.2, -0.1, 0.2], [0.0, -0.1, 0.0], [0.0, 0.1, 0.1], [-0.2, -0.1, 0.0], [1.2, -0.1, 0.7], [0.2, 0.3, 1.4], [-0.1, -0.7, -1.7], [0.2, -0.1, 1.1], [2.1, -1.9, 6.2], [-1.6, 0.6, -1.0], [-0.1, 0.0, -0.3], [-0.1, -0.1, 0.0], [0.0, 0.1, -0.1], [-0.2, -0.1, -0.2], [-1.2, 0.8, 0.0], [-0.3, 1.1, 0.8], [0.5, -1.1, -1.3], [0.7, -0.6, 0.1], [-1.1, 1.4, 0.7], [1.3, -1.0, 0.4], [0.1, -0.3, 0.0], [0.2, 0.1, 0.0], [-0.1, -0.1, 0.0], [0.2, -0.1, -0.1], [1.2, -0.2, 0.5], [0.1, 0.4, 1.1], [-0.1, -0.5, -0.9], [-1.0, -0.4, -2.0], [1.3, 0.3, 2.2], [-1.1, 0.5, -0.4], [-0.1, 0.0, -0.2], [-0.1, 0.0, 0.0], [0.1, 0.0, -0.1], [-0.2, -0.1, -0.2], [0.5, 0.0, -1.0], [0.9, -0.5, 0.3], [-0.8, 0.3, -0.3], [-2.1, 0.9, 0.9], [2.3, -1.1, -1.0], [-0.3, 0.1, 0.9], [-0.2, 0.2, 0.0], [0.0, -0.1, 0.0], [0.0, 0.1, 0.0], [-0.2, 0.0, 0.1], [-0.5, 0.2, 1.0], [-0.7, -0.7, -0.2], [0.6, 0.4, 0.2], [2.2, 1.1, -1.4], [-2.3, -1.0, 1.5], [0.2, -0.1, -0.9], [0.2, 0.2, -0.1], [0.0, -0.1, 0.0], [0.0, 0.0, 0.0], [0.1, 0.1, -0.2], [-1.1, -0.1, -0.5], [0.0, -1.0, -0.6], [-0.2, 0.7, 0.5], [1.2, 1.8, 1.6], [-1.4, -1.8, -1.6], [1.1, 0.1, 0.2], [0.1, 0.2, 0.1], [0.0, -0.1, 0.1], [0.0, 0.1, 0.0], [0.2, 0.1, 0.2]]}



{"formula": "C31H49O2Si", "method": "ωB97M-V with the def2-TZVPD basis set", "orbital_gap_ev": 5.8923, "total_charge": 1, "lumo_energy_ha": -0.190, "species": ["C", "C", "C", "C", "O", "C", "C", "O", "Si", "C", "C", "C", "H", "H", "H", "H", "H", "H", "H", "H", "H", "H", "H", "H", "H", "H", "H", "H", "H", "H", "H", "H", "C", "C", "C", "C", "C", "C", "C", "C", "C", "C", "C", "C", "C", "C", "C", "C", "C", "C", "C", "C", "C", "C", "H", "H", "H", "H", "H", "H", "H", "H", "H", "H", "H", "H", "H", "H", "H", "H", "H", "H", "H", "H", "H", "H", "H", "H", "H", "H", "H", "H", "H"], "coordinates": [[-2.1643, -4.8662, 5.9048], [-1.6630, -3.7206, 5.0280], [-2.6219, -3.3341, 3.9128], [-2.0692, -2.1854, 3.0849], [-3.0213, -1.8616, 2.0139], [-2.5632, -0.8929, 1.1641], [-1.7807, -1.1743, 0.0919], [-2.9612, 0.3745, 1.4531], [-4.4884, 0.9615, 0.9147], [-4.6742, 2.6949, 1.5567], [-4.4639, 0.9200, -0.9427], [-5.7402, -0.1900, 1.6464], [-1.4288, -5.0922, 6.6807], [-3.1034, -4.6016, 6.3995], [-2.3197, -5.7744, 5.3150], [-1.4812, -2.8369, 5.6505], [-0.7043, -4.0019, 4.5772], [-2.7902, -4.2098, 3.2723], [-3.5821, -3.0401, 4.3578], [-1.9537, -1.2864, 3.7077], [-1.1200, -2.4524, 2.6017], [-1.5285, -0.3736, -0.5944], [-1.5360, -2.2078, -0.1336], [-5.6448, 3.0821, 1.2122], [-4.6736, 2.7288, 2.6543], [-3.8930, 3.3721, 1.1867], [-5.4376, 1.3012, -1.2860], [-3.6807, 1.5613, -1.3727], [-4.3434, -0.0988, -1.3367], [-6.7341, 0.1362, 1.3071], [-5.5818, -1.2291, 1.3263], [-5.7215, -0.1571, 2.7439], [4.3034, 2.4296, -6.2310], [3.2751, 2.3529, -5.1448], [3.4877, 2.9976, -3.9242], [2.5512, 2.9452, -2.8929], [2.9126, 3.7059, -1.6422], [1.3585, 2.2139, -3.0741], [0.2933, 2.1229, -1.9824], [-0.3877, 3.4747, -1.7288], [0.7974, 1.4794, -0.6690], [1.3404, 0.1271, -0.8216], [1.9711, -0.6358, 0.1695], [2.4431, -1.9576, -0.1747], [2.2688, -2.4867, -1.5676], [3.0635, -2.7487, 0.7755], [3.2687, -2.2992, 2.0858], [3.9610, -3.1740, 3.0801], [2.8224, -1.0197, 2.4331], [2.1800, -0.1860, 1.5320], [1.7607, 1.1604, 2.0325], [1.1295, 1.5803, -4.3108], [-0.1500, 0.8225, -4.5662], [2.0818, 1.6484, -5.3232], [3.9540, 1.8827, -7.1113], [4.5040, 3.4679, -6.5246], [5.2618, 1.9993, -5.9132], [4.4091, 3.5711, -3.7681], [2.1159, 3.7983, -0.9014], [3.7894, 3.2570, -1.1468], [3.2172, 4.7327, -1.9021], [-0.5087, 1.4583, -2.3254], [-0.8007, 3.8455, -2.6751], [-1.2186, 3.3659, -1.0171], [0.3098, 4.2281, -1.3445], [1.5725, 2.1253, -0.2489], [-0.0571, 1.4653, 0.0341], [1.2516, -0.2871, -1.8279], [2.7325, -3.4787, -1.6366], [1.2104, -2.6003, -1.8446], [2.7460, -1.8455, -2.3222], [3.4111, -3.7482, 0.4907], [4.0353, -2.6602, 4.0427], [3.4214, -4.1185, 3.2243], [4.9721, -3.4359, 2.7433], [2.9926, -0.6643, 3.4566], [1.9569, 1.2169, 3.1112], [2.3429, 1.9794, 1.5845], [0.6886, 1.3577, 1.9006], [-0.1296, 0.4251, -5.5881], [-0.2802, -0.0387, -3.8914], [-1.0430, 1.4601, -4.4778], [1.8797, 1.1424, -6.2743]], "atomic_forces_ev_per_a": [[0.1, 0.1, 0.0], [0.1, 0.1, 0.1], [-0.1, 0.0, -0.1], [-0.7, 0.1, -0.3], [0.7, 0.2, 0.2], [0.5, 0.0, -0.8], [-0.8, 0.1, 0.9], [-0.1, -0.3, -0.1], [0.7, -0.4, 0.4], [0.0, 0.1, 0.1], [-0.2, 0.0, -0.2], [-0.4, 0.0, -0.1], [-0.1, 0.0, 0.0], [0.1, -0.1, -0.1], [-0.1, 0.1, 0.1], [0.1, -0.1, 0.0], [0.0, 0.0, 0.1], [-0.1, 0.2, 0.0], [0.1, -0.1, -0.2], [0.2, -0.2, -0.1], [-0.1, 0.1, 0.2], [0.0, -0.1, 0.0], [0.0, 0.2, 0.0], [0.2, 0.0, 0.1], [0.0, 0.0, -0.3], [-0.2, -0.2, 0.1], [0.2, -0.1, -0.1], [-0.2, -0.1, 0.1], [0.0, 0.3, 0.1], [0.1, -0.2, 0.2], [-0.1, 0.3, 0.1], [0.0, 0.0, -0.3], [0.2, 0.0, -0.3], [-0.1, 0.1, 0.4], [-0.1, -0.1, -0.2], [-0.1, -0.2, -0.2], [0.4, 0.4, 0.4], [0.2, 0.0, 0.1], [-0.1, -0.2, -0.1], [-0.1, 0.0, 0.0], [-0.4, 0.8, -0.6], [0.5, -0.4, 0.9], [-0.2, 0.2, -0.3], [0.1, -0.2, 0.0], [0.1, -0.4, -0.3], [-0.1, 0.0, -0.6], [0.0, 0.0, -0.2], [0.0, 0.1, 0.3], [-0.1, 0.3, 0.1], [0.1, 0.1, 0.1], [0.0, 0.2, 0.8], [0.0, 0.0, 0.3], [-0.2, -0.2, -0.4], [0.2, 0.1, 0.0], [0.2, 0.1, 0.1], [-0.1, -0.2, 0.1], [-0.2, 0.0, 0.0], [-0.3, -0.2, -0.1], [0.2, 0.0, -0.2], [-0.3, 0.0, -0.1], [-0.1, -0.3, 0.1], [0.2, 0.1, -0.1], [0.1, 0.0, 0.2], [0.2, 0.1, -0.1], [-0.3, -0.1, -0.1], [-0.2, -0.2, 0.2], [0.4, -0.1, 0.0], [0.1, -0.1, 0.2], [-0.2, 0.3, -0.1], [0.2, 0.1, 0.1], [-0.1, -0.1, 0.2], [-0.1, 0.4, 0.1], [0.0, -0.2, -0.1], [0.0, 0.2, -0.1], [-0.2, 0.1, 0.0], [-0.1, -0.1, -0.5], [0.0, -0.1, -0.3], [-0.2, -0.3, -0.1], [0.3, -0.1, -0.1], [-0.1, 0.1, 0.2], [0.0, 0.2, -0.1], [0.3, -0.2, 0.0], [0.1, 0.2, 0.3]]}



{"formula": "C31H50ClHfPSe", "method": "ωB97M-V with the def2-TZVPD basis set", "orbital_gap_ev": [5.2754, 5.0014], "total_charge": 0, "lumo_energy_ha": [-0.045, -0.049], "species": ["Hf", "Cl", "P", "C", "H", "H", "C", "C", "C", "H", "C", "H", "H", "C", "H", "H", "C", "H", "H", "C", "H", "H", "H", "H", "C", "C", "H", "C", "H", "H", "C", "H", "H", "C", "H", "H", "C", "H", "H", "H", "H", "C", "H", "C", "H", "H", "C", "H", "H", "C", "H", "H", "C", "H", "H", "H", "H", "C", "C", "H", "C", "H", "C", "H", "H", "C", "H", "H", "C", "H", "H", "H", "H", "Se", "C", "C", "C", "C", "C", "C", "H", "H", "H", "H", "H"], "coordinates": [[1.2519, -0.1659, 1.4109], [2.5329, -1.1558, 3.1312], [-0.5232, 0.0480, -0.6413], [1.8968, 1.7298, 0.8515], [1.5003, 2.7189, 1.1074], [2.7343, 1.9036, 0.1567], [-0.8287, -1.7510, -1.0557], [0.4184, 0.7946, -2.0806], [-2.0247, -2.0697, -1.9678], [0.1001, -2.0344, -1.5868], [-2.0410, -3.5666, -2.3031], [-2.9659, -1.8014, -1.4660], [-1.9799, -1.4861, -2.8980], [-2.0407, -4.4628, -1.0551], [-2.9138, -3.7904, -2.9267], [-1.1507, -3.7975, -2.9040], [-0.9337, -4.0856, -0.0641], [-3.0160, -4.3860, -0.5537], [-1.9213, -5.5110, -1.3573], [-0.8963, -2.5765, 0.2441], [-1.0631, -4.6429, 0.8722], [0.0417, -4.3779, -0.4783], [-1.8014, -2.3054, 0.8119], [-0.0176, -2.3944, 0.9027], [-2.1683, 0.9396, -0.5987], [0.3795, 2.3265, -2.0106], [1.4571, 0.4756, -1.8685], [1.3011, 2.9426, -3.0722], [-0.6489, 2.6876, -2.1624], [0.7044, 2.6473, -1.0121], [1.0475, 2.4008, -4.4845], [1.1932, 4.0337, -3.0601], [2.3411, 2.7238, -2.7964], [0.9904, 0.8684, -4.5279], [0.1045, 2.8113, -4.8705], [1.8449, 2.7539, -5.1519], [0.0539, 0.2657, -3.4728], [0.6868, 0.5290, -5.5250], [2.0009, 0.4769, -4.3560], [-0.9864, 0.5222, -3.7229], [0.1310, -0.8304, -3.5038], [-3.1142, 0.3364, 0.4521], [-1.8420, 1.9343, -0.2439], [-4.3289, 1.2444, 0.6832], [-3.4613, -0.6572, 0.1267], [-2.5961, 0.1968, 1.4086], [-5.0777, 1.5897, -0.6117], [-5.0084, 0.7672, 1.3979], [-3.9880, 2.1803, 1.1479], [-4.1211, 2.0799, -1.7087], [-5.6192, 0.7007, -0.9681], [-5.8292, 2.3650, -0.4040], [-2.9124, 1.1606, -1.9268], [-4.6642, 2.2046, -2.6516], [-3.7516, 3.0734, -1.4227], [-3.2632, 0.2011, -2.3323], [-2.2549, 1.6086, -2.6819], [-0.5468, -0.1415, 2.9834], [-0.2753, 1.1906, 2.5721], [-1.3273, -0.7224, 2.4741], [0.3160, 2.2031, 3.5260], [-0.7781, 1.6055, 1.6895], [1.1114, 1.5388, 4.6602], [0.9477, 2.9320, 3.0029], [-0.5103, 2.7796, 3.9756], [0.2646, 0.4848, 5.3750], [2.0278, 1.0722, 4.2760], [1.4316, 2.3030, 5.3816], [-0.3810, -0.5661, 4.4423], [0.8621, -0.0176, 6.1466], [-0.5416, 1.0036, 5.9133], [0.1724, -1.5154, 4.5112], [-1.3777, -0.7981, 4.8533], [2.6828, -1.4567, -0.4640], [4.3910, -1.2411, 0.4096], [5.0504, -0.0009, 0.5127], [6.1631, 0.1073, 1.3482], [6.6519, -1.0124, 2.0287], [6.0391, -2.2646, 1.8501], [4.9508, -2.3896, 0.9977], [4.6458, 0.8594, -0.0168], [6.6557, 1.0777, 1.4619], [7.5208, -0.9228, 2.6847], [6.4192, -3.1461, 2.3705], [4.4753, -3.3561, 0.8153]], "atomic_forces_ev_per_a": [[4.0, 0.8, -3.2], [0.3, -0.6, 0.8], [-0.1, -0.4, -0.6], [-0.3, -0.5, 0.3], [0.2, -0.1, 0.3], [-0.3, -0.3, -0.1], [0.0, 0.4, -0.2], [0.0, -0.3, 0.2], [0.1, -0.3, 0.0], [-0.2, 0.0, 0.1], [0.1, -0.1, 0.0], [0.2, -0.1, -0.1], [0.0, -0.2, 0.3], [-0.1, 0.2, 0.0], [0.1, 0.0, 0.1], [-0.1, 0.0, 0.0], [0.1, 0.1, 0.0], [0.1, 0.0, -0.1], [-0.1, 0.2, 0.1], [-0.1, -0.4, -0.1], [0.1, 0.0, -0.2], [-0.1, 0.1, 0.1], [0.2, 0.0, -0.1], [-0.4, -0.1, -0.4], [0.4, -0.1, 0.1], [-0.1, 0.1, -0.2], [-0.4, 0.2, 0.0], [0.1, -0.2, 0.0], [0.2, 0.0, 0.0], [-0.1, -0.1, -0.2], [-0.1, 0.0, 0.0], [0.0, -0.1, 0.0], [-0.1, 0.0, 0.0], [0.2, 0.0, 0.1], [0.0, 0.0, 0.1], [-0.2, 0.0, 0.1], [-0.1, 0.1, -0.1], [0.1, 0.1, 0.1], [-0.1, 0.0, 0.0], [0.2, -0.1, 0.0], [0.0, 0.2, 0.0], [-0.2, 0.1, 0.0], [-0.2, -0.1, 0.0], [0.0, 0.1, 0.0], [0.1, 0.3, 0.1], [-0.1, 0.0, -0.3], [0.1, -0.2, 0.0], [0.0, 0.1, -0.1], [0.0, -0.1, 0.0], [0.0, 0.2, 0.2], [0.1, 0.1, 0.0], [0.1, -0.2, -0.1], [-0.2, -0.1, 0.0], [0.1, 0.0, 0.1], [0.0, 0.0, -0.1], [0.1, 0.2, 0.1], [-0.2, -0.1, 0.3], [-1.8, 3.5, 1.5], [-3.2, -1.2, 2.6], [0.8, 0.1, -0.5], [0.8, -0.2, 0.2], [0.5, -0.5, 0.0], [0.1, 0.0, 0.1], [-0.2, -0.3, 0.1], [-0.1, -0.3, -0.3], [-0.2, 0.1, 0.1], [-0.3, 0.3, 0.0], [-0.1, -0.1, -0.2], [0.7, -0.4, 0.2], [-0.1, 0.1, -0.2], [0.1, -0.1, -0.1], [-0.1, 0.3, -0.2], [0.1, 0.1, -0.5], [0.0, -0.2, -0.3], [0.5, -0.1, 0.0], [-0.5, -0.7, 0.3], [0.2, -0.1, -0.1], [-0.2, -0.2, -0.1], [0.4, 0.3, -0.2], [-0.3, 0.5, 0.1], [0.1, -0.2, 0.2], [-0.2, -0.4, 0.0], [-0.3, 0.0, -0.2], [0.0, 0.3, -0.2], [0.1, 0.3, 0.2]]}



DFT total energy readings, ordered: -94951.18460; -44909.92065; -121422.62955 eV